The following is a quantum chemistry calculation of C5H14N2 in the gas phase, from OMol25.

Results
Energy relative to the best compared isomer or geometry (same formula, charge and spin): 88.59 kJ/mol
Lowest unoccupied orbital energy: 0.043 Ha
HOMO-LUMO gap: 10.10 eV
E: -8391.7007 eV
HOMO: -8.94 eV
SMILES string: CCN[C@H](C)CN

Each line ends with the natural charge from an NBO analysis.
CARTESIAN COORDINATES (ANGSTROEM)
C (-0.20, 0.37, -3.18)  -0.6194
C (0.23, -0.33, -1.88)  -0.2183
N (-0.40, 0.33, -0.73)  -0.6262
C (0.21, -0.13, 0.54)  -0.0508
C (0.27, -1.62, 0.82)  -0.6434
C (-0.52, 0.65, 1.64)  -0.2293
N (0.39, 0.73, 2.85)  -0.8353
H (0.59, 0.44, -3.92)  0.2105
H (-1.08, -0.14, -3.56)  0.2007
H (-0.45, 1.41, -2.93)  0.2172
H (1.32, -0.26, -1.79)  0.1859
H (-0.04, -1.39, -1.94)  0.1657
H (-1.39, 0.12, -0.73)  0.3478
H (1.20, 0.33, 0.55)  0.1734
H (0.89, -2.18, 0.12)  0.2118
H (-0.75, -2.02, 0.86)  0.2011
H (0.67, -1.78, 1.82)  0.2333
H (-1.42, 0.14, 1.98)  0.1913
H (-0.53, 1.66, 1.26)  0.1949
H (0.08, 1.49, 3.46)  0.3514
H (1.27, 1.08, 2.48)  0.3376

=====

The following is a quantum chemistry calculation of C19H53BrN6O6P4 as an isolated structure, from OMol25.

Results
Lowest unoccupied orbital energy: 0.007 Ha
HOMO-LUMO gap: 7.61 eV
E: -148985.2843 eV
HOMO: -7.40 eV

Each line ends with the Löwdin charge.
CARTESIAN COORDINATES (ANGSTROEM)
C (-5.24, 0.64, 7.95)  -0.1368
C (-4.02, 1.37, 7.31)  -0.2799
C (-4.24, 1.66, 5.84)  -0.7003
Br (-5.99, 2.58, 5.66)  0.7205
O (-3.29, 2.59, 5.28)  -0.2354
P (-1.84, 1.96, 5.05)  0.3155
O (-1.78, 0.56, 5.44)  -0.2708
O (-0.73, 2.81, 5.83)  -0.0889
O (-1.44, 2.14, 3.48)  -0.4216
P (-0.43, 0.86, 2.91)  0.9956
C (1.36, 1.38, 2.80)  -0.3895
C (2.19, 0.16, 3.29)  -0.1647
C (-1.04, 0.19, 1.30)  -0.3925
C (-1.39, -1.30, 1.56)  -0.1651
H (-4.87, -0.15, 8.61)  0.0700
H (-5.83, 1.37, 8.51)  0.0610
H (-5.82, 0.15, 7.17)  0.0552
H (-3.18, 0.69, 7.46)  0.1010
H (-3.78, 2.27, 7.89)  0.1187
H (-4.29, 0.78, 5.21)  0.1031
H (-0.36, 3.43, 5.18)  0.0831
H (1.68, 1.74, 1.82)  0.0673
H (1.51, 2.18, 3.53)  0.0631
H (3.17, 0.45, 3.67)  0.0650
H (1.60, -0.29, 4.09)  0.0509
H (2.23, -0.58, 2.49)  0.0566
H (-1.94, 0.68, 0.93)  0.0611
H (-0.27, 0.28, 0.53)  0.0641
H (-1.94, -1.32, 2.51)  0.0541
H (-1.94, -1.75, 0.73)  0.0677
H (-0.46, -1.83, 1.76)  0.0519
O (0.17, 2.15, -2.41)  -0.3068
P (-0.66, 3.19, -3.13)  0.7137
N (-2.13, 3.00, -2.26)  -0.3491
C (-3.12, 1.97, -2.51)  -0.1239
C (-1.99, 3.27, -0.84)  -0.1380
N (-0.58, 2.45, -4.69)  -0.3328
C (-1.69, 1.84, -5.38)  -0.1351
C (0.66, 1.73, -4.99)  -0.1462
N (-1.26, 4.62, -3.88)  -0.3096
C (-2.55, 5.26, -3.69)  -0.1091
C (-0.47, 5.23, -4.94)  -0.1278
H (-4.02, 2.16, -1.92)  0.0818
H (-2.75, 0.96, -2.25)  0.0883
H (-3.47, 1.97, -3.54)  0.0539
H (-1.54, 4.26, -0.68)  0.0790
H (-1.36, 2.53, -0.34)  0.0537
H (-2.96, 3.30, -0.33)  0.0839
H (-2.00, 0.90, -4.91)  0.0811
H (-1.41, 1.62, -6.42)  0.0798
H (-2.54, 2.53, -5.45)  0.0723
H (0.65, 0.71, -4.58)  0.0735
H (1.52, 2.25, -4.58)  0.0689
H (0.81, 1.67, -6.07)  0.0793
H (-3.34, 4.69, -4.19)  0.0828
H (-2.55, 6.26, -4.11)  0.0792
H (-2.80, 5.38, -2.64)  0.0742
H (-0.88, 4.98, -5.92)  0.0873
H (0.56, 4.88, -4.92)  0.0726
H (-0.43, 6.32, -4.84)  0.0781
O (1.74, -3.20, 0.48)  -0.3034
P (3.01, -3.49, -0.28)  0.7139
N (2.53, -2.94, -1.84)  -0.3497
C (1.73, -3.71, -2.77)  -0.1269
C (2.16, -1.53, -1.86)  -0.1339
N (3.00, -5.20, -0.03)  -0.3328
C (2.79, -6.19, -1.06)  -0.1369
C (2.43, -5.65, 1.24)  -0.1454
N (4.65, -3.61, -0.81)  -0.3097
C (5.19, -3.30, -2.12)  -0.1102
C (5.62, -4.23, 0.09)  -0.1279
H (1.69, -3.19, -3.73)  0.0800
H (0.70, -3.87, -2.42)  0.0896
H (2.19, -4.67, -3.01)  0.0526
H (2.97, -0.92, -1.44)  0.0789
H (1.25, -1.33, -1.28)  0.0699
H (2.00, -1.18, -2.88)  0.0720
H (1.75, -6.20, -1.41)  0.0807
H (3.02, -7.19, -0.67)  0.0797
H (3.47, -6.04, -1.90)  0.0720
H (1.34, -5.72, 1.20)  0.0821
H (2.70, -4.98, 2.05)  0.0687
H (2.83, -6.64, 1.50)  0.0786
H (4.92, -4.07, -2.85)  0.0824
H (6.28, -3.25, -2.08)  0.0788
H (4.87, -2.33, -2.48)  0.0740
H (5.84, -5.26, -0.22)  0.0871
H (5.25, -4.25, 1.11)  0.0730
H (6.56, -3.66, 0.11)  0.0778

=====

The following is a quantum chemistry calculation of a 10-piece molecular cluster, C37H78FNO16S overall, from OMol25.

Results
Lowest unoccupied orbital energy: -0.044 Ha
HOMO-LUMO gap: 7.89 eV
E: -87425.7291 eV
HOMO: -9.09 eV
SMILES string: COCCCCc1cc(CCCCS(=O)(=O)O)c2c(c1CC(=O)F)C(=O)NC2=O.CCO.CCO.CCO.CCO.CCO.CCO.CCO.CCO.CCO

Each line ends with the Löwdin charge.
CARTESIAN COORDINATES (ANGSTROEM)
C (-1.07, 2.20, -4.08)  -0.1011
O (-1.63, 0.84, -4.11)  -0.2578
C (-2.91, 0.80, -3.39)  -0.2063
C (-3.24, -0.68, -2.81)  -0.1475
C (-2.65, -0.77, -1.28)  -0.1770
C (-1.05, -0.92, -1.43)  -0.1553
C (-0.26, -1.21, -0.07)  -0.0632
C (0.86, -2.35, -0.14)  0.0443
C (1.77, -2.74, 1.09)  -0.0731
C (2.92, -3.89, 0.89)  -0.1345
C (4.24, -3.06, 0.38)  -0.1768
C (4.15, -2.59, -1.16)  -0.2002
C (4.37, -1.01, -1.41)  -0.1894
S (2.90, -0.17, -2.26)  0.7563
O (2.11, -1.14, -3.13)  -0.3397
O (3.52, 0.85, -3.24)  -0.3951
O (1.97, 0.72, -1.19)  -0.2161
C (1.58, -2.02, 2.47)  0.0121
C (0.47, -0.90, 2.50)  0.0277
C (-0.44, -0.46, 1.30)  -0.0444
C (-1.50, 0.73, 1.45)  -0.0484
C (-2.89, 0.30, 2.14)  -0.2517
O (-3.08, -0.75, 2.82)  0.0753
F (-4.02, 1.22, 2.01)  -0.0131
C (0.59, -0.36, 4.00)  -0.2824
O (0.02, 0.67, 4.51)  0.0131
N (1.54, -1.25, 4.74)  0.1146
C (2.32, -2.21, 3.88)  -0.2848
O (3.28, -2.96, 4.25)  0.0271
H (-1.19, 2.72, -3.06)  0.0773
H (-1.64, 2.81, -4.88)  0.0919
H (0.07, 2.18, -4.31)  0.1135
H (-2.97, 1.58, -2.54)  0.1258
H (-3.75, 1.06, -4.15)  0.1313
H (-2.85, -1.54, -3.48)  0.1213
H (-4.38, -0.76, -2.75)  0.1023
H (-3.00, 0.19, -0.77)  0.0919
H (-3.05, -1.74, -0.80)  0.1173
H (-0.54, 0.00, -1.93)  0.1227
H (-0.86, -1.82, -2.15)  0.1309
H (1.03, -2.94, -1.13)  0.1100
H (2.56, -4.62, 0.07)  0.1236
H (3.14, -4.42, 1.88)  0.0836
H (4.24, -2.09, 1.03)  0.1032
H (5.22, -3.61, 0.64)  0.1173
H (3.15, -2.94, -1.61)  0.0870
H (5.01, -3.14, -1.72)  0.1246
H (5.26, -0.87, -2.15)  0.1206
H (4.62, -0.40, -0.46)  0.0877
H (2.27, 1.66, -1.11)  0.0813
H (-1.04, 1.54, 2.17)  0.1303
H (-1.67, 1.30, 0.45)  0.1322
H (2.08, -0.81, 5.49)  0.1432
C (-5.92, -3.57, 3.48)  -0.0919
C (-4.92, -4.68, 3.21)  -0.3249
O (-4.40, -4.57, 1.89)  -0.0940
H (-6.75, -3.62, 2.76)  0.0722
H (-6.33, -3.65, 4.49)  0.0732
H (-5.45, -2.59, 3.36)  0.0640
H (-5.40, -5.66, 3.31)  0.1106
H (-4.09, -4.63, 3.92)  0.1079
H (-3.98, -3.70, 1.82)  0.0739
C (-1.81, 0.59, -8.43)  -0.0922
C (-1.95, 2.00, -7.88)  -0.3231
O (-2.96, 2.03, -6.88)  -0.1026
H (-2.76, 0.25, -8.85)  0.0759
H (-1.04, 0.56, -9.21)  0.0721
H (-1.54, -0.11, -7.63)  0.0744
H (-2.25, 2.69, -8.67)  0.1115
H (-1.01, 2.35, -7.45)  0.1042
H (-2.68, 1.42, -6.17)  0.0437
C (-5.93, 5.18, 0.67)  -0.0958
C (-5.83, 4.09, -0.38)  -0.3239
O (-4.67, 3.29, -0.16)  -0.1019
H (-5.04, 5.81, 0.64)  0.0746
H (-6.81, 5.80, 0.50)  0.0730
H (-5.98, 4.74, 1.67)  0.0725
H (-5.76, 4.52, -1.38)  0.1131
H (-6.71, 3.44, -0.36)  0.1088
H (-4.75, 2.90, 0.72)  0.0524
C (4.29, 3.07, 2.87)  -0.0664
C (3.82, 2.21, 1.72)  -0.2973
O (2.99, 2.96, 0.85)  -0.0932
H (3.43, 3.46, 3.43)  0.0490
H (4.93, 2.50, 3.55)  0.0782
H (4.85, 3.94, 2.51)  0.0850
H (3.24, 1.35, 2.09)  0.1190
H (4.67, 1.83, 1.14)  0.0861
H (3.51, 3.71, 0.52)  0.0949
C (-0.02, 6.36, -0.82)  -0.0776
C (0.44, 4.94, -0.57)  -0.3279
O (0.21, 4.14, -1.73)  -0.0989
H (-1.09, 6.38, -1.08)  0.0782
H (0.14, 6.98, 0.06)  0.0699
H (0.52, 6.80, -1.66)  0.0737
H (-0.12, 4.50, 0.26)  0.1061
H (1.50, 4.91, -0.33)  0.0864
H (0.71, 4.53, -2.46)  0.0881
C (-6.62, -2.99, -1.39)  -0.0962
C (-7.40, -3.21, -2.68)  -0.3261
O (-6.58, -2.88, -3.80)  -0.0925
H (-6.29, -1.95, -1.32)  0.0678
H (-7.24, -3.23, -0.52)  0.0720
H (-5.73, -3.61, -1.37)  0.0728
H (-8.28, -2.57, -2.71)  0.1125
H (-7.72, -4.25, -2.77)  0.1073
H (-5.80, -3.46, -3.77)  0.0819
C (8.43, -0.26, 0.95)  -0.0841
C (7.27, 0.66, 0.62)  -0.3108
O (6.09, 0.19, 1.26)  -0.1302
H (8.22, -1.28, 0.62)  0.0780
H (9.35, 0.08, 0.46)  0.0787
H (8.61, -0.30, 2.03)  0.0759
H (7.09, 0.68, -0.46)  0.1132
H (7.48, 1.68, 0.95)  0.1121
H (6.26, 0.19, 2.21)  0.0972
C (1.19, 5.24, 4.38)  -0.0803
C (0.44, 5.05, 3.07)  -0.2988
O (1.27, 5.38, 1.97)  -0.1160
H (1.53, 6.27, 4.47)  0.0808
H (0.55, 4.99, 5.23)  0.0793
H (2.08, 4.61, 4.40)  0.0480
H (-0.44, 5.70, 3.04)  0.1184
H (0.10, 4.01, 2.96)  0.1041
H (2.04, 4.79, 2.00)  0.0533
C (3.96, -8.25, 3.96)  -0.0934
C (4.30, -7.69, 2.59)  -0.3144
O (3.87, -6.34, 2.50)  -0.1109
H (2.88, -8.19, 4.14)  0.0784
H (4.27, -9.29, 4.05)  0.0739
H (4.44, -7.67, 4.75)  0.0734
H (3.79, -8.26, 1.81)  0.1148
H (5.37, -7.74, 2.41)  0.1085
H (4.33, -5.84, 3.19)  0.0865

=====

> What is the lowest unoccupied orbital energy in the first record?

0.043 Ha

=====

> The highest E belongs to which entry?

C5H14N2